A structure of composition C43H57BInN6OS3Si. Source: OMol25; level of theory: ωB97M-V/def2-TZVPD.

Summary:
HOMO-LUMO gap ... 8.00 eV
Charge ... +1
2S+1 ... 1

XYZ file:
```
113
Properties=species:S:1:pos:R:3:mulliken_charge:R:1
In -0.149 -0.028 -0.339 0.90
C -0.553 6.142 -2.041 -1.77
C -1.239 4.777 -2.006 1.39
C -2.730 4.909 -2.341 -1.74
C -0.579 3.864 -3.033 -2.22
N -1.138 4.269 -0.584 0.87
C -1.864 4.900 0.415 -0.59
C -1.477 4.372 1.588 -1.16
N -0.518 3.416 1.326 0.06
B 0.163 2.675 2.524 1.44
N 1.668 2.453 2.239 0.07
C 2.507 3.553 2.279 -1.50
C 3.718 3.156 1.863 -0.34
N 3.631 1.801 1.563 0.64
C 2.362 1.386 1.791 -0.73
S 1.727 -0.210 1.589 0.30
C 4.857 1.079 1.054 1.63
C 4.603 -0.369 0.653 -2.55
C 5.896 1.106 2.174 -1.69
C 5.353 1.838 -0.180 -1.64
N -0.574 1.379 2.997 0.11
C -0.313 0.910 4.268 -1.45
C -1.168 -0.094 4.526 -0.42
N -1.972 -0.246 3.401 0.59
C -1.584 0.665 2.479 -0.25
S -2.236 0.852 0.874 -0.21
C -3.187 -1.142 3.328 1.34
C -4.426 -0.252 3.260 -1.64
C -3.251 -1.998 4.592 -2.19
C -3.112 -2.077 2.124 -1.50
C -0.331 3.346 -0.008 -0.33
S 0.790 2.298 -0.817 -0.20
H -0.650 6.571 -3.039 0.47
H 0.509 6.040 -1.810 0.35
H -1.000 6.835 -1.326 0.35
H -2.835 5.081 -3.412 0.48
H -3.205 5.749 -1.833 0.43
H -3.271 3.997 -2.083 0.43
H -0.860 4.248 -4.015 0.56
H -0.910 2.833 -2.951 0.42
H 0.506 3.873 -2.961 0.48
H -2.565 5.688 0.214 0.60
H -1.791 4.598 2.592 0.68
H 0.088 3.443 3.452 -0.24
H 2.164 4.520 2.608 0.65
H 4.634 3.711 1.776 0.60
H 4.276 -0.987 1.487 0.44
H 5.555 -0.755 0.286 0.71
H 3.865 -0.457 -0.144 0.53
H 5.527 0.565 3.047 0.36
H 6.147 2.124 2.478 0.40
H 6.811 0.623 1.829 0.45
H 4.548 1.941 -0.911 0.27
H 6.168 1.278 -0.637 0.47
H 5.730 2.833 0.060 0.40
H 0.477 1.323 4.874 0.66
H -1.266 -0.701 5.404 0.59
H -4.465 0.414 4.124 0.38
H -5.320 -0.878 3.267 0.50
H -4.436 0.348 2.349 0.22
H -3.384 -1.399 5.494 0.51
H -2.366 -2.629 4.703 0.36
H -4.116 -2.654 4.503 0.45
H -3.146 -1.543 1.176 0.19
H -3.964 -2.758 2.170 0.62
H -2.206 -2.683 2.152 0.50
C 3.677 -2.340 -4.261 -0.55
C 3.341 -1.178 -3.578 -0.80
C 2.354 -1.214 -2.600 -0.46
C 1.686 -2.401 -2.283 0.27
C 2.044 -3.561 -2.984 0.01
C 3.028 -3.531 -3.964 -0.85
Si 0.453 -2.523 -0.889 1.38
C -0.891 -3.729 -1.357 0.84
C -1.269 -3.879 -2.698 -0.29
C -2.229 -4.806 -3.077 -0.75
C -2.830 -5.611 -2.118 -0.65
C -2.451 -5.499 -0.787 -0.75
C -1.483 -4.574 -0.414 -0.60
C 1.294 -3.112 0.662 0.33
C 2.616 -3.566 0.604 -0.64
C 3.265 -4.014 1.748 -0.76
C 2.606 -4.012 2.969 -0.88
C 1.295 -3.560 3.048 -0.80
C 0.650 -3.112 1.904 0.11
H 4.443 -2.315 -5.026 0.38
H 3.842 -0.246 -3.811 0.49
H 2.107 -0.294 -2.077 0.12
H 1.543 -4.500 -2.767 0.52
H 3.287 -4.437 -4.499 0.45
H -0.784 -3.281 -3.463 0.52
H -2.500 -4.910 -4.121 0.46
H -3.579 -6.337 -2.410 0.40
H -2.898 -6.144 -0.040 0.46
H -1.176 -4.526 0.625 0.32
H 3.149 -3.562 -0.341 0.40
H 4.289 -4.363 1.686 0.46
H 3.114 -4.359 3.861 0.39
H 0.782 -3.544 4.003 0.49
H -0.357 -2.719 1.990 0.47
C -3.530 -0.413 -3.948 -0.71
C -4.291 0.450 -2.942 -0.98
C -3.162 1.250 -2.322 -0.04
O -2.042 0.343 -2.262 -0.31
C -2.264 -0.751 -3.179 0.17
H -3.301 0.163 -4.847 0.31
H -4.073 -1.310 -4.244 0.39
H -4.776 -0.174 -2.188 0.28
H -5.044 1.088 -3.402 0.43
H -3.379 1.610 -1.320 0.36
H -2.904 2.101 -2.955 0.04
H -2.394 -1.656 -2.592 -0.12
H -1.383 -0.859 -3.813 0.19
```


A structure of composition C43H57BN9O3Pd in a non-equilibrium geometry. Source: OMol25; level of theory: ωB97M-V/def2-TZVPD.

Summary:
HOMO-LUMO gap (spin up / spin down) ... 6.40 / 6.40 eV
Charge ... +1
2S+1 ... 1
Relative energy (zero: lowest compared OMol25 entry of this formula, charge and spin) ... 0.0000 eV

XYZ file:
```
114
Properties=species:S:1:pos:R:3:mulliken_charge:R:1
Pd 0.179 0.661 0.219 0.64
C 3.675 3.361 -2.168 -1.52
C 2.944 3.277 -0.820 0.56
C 1.500 3.722 -0.983 -1.13
C 3.137 1.890 -0.268 -0.72
C 4.383 1.372 0.073 -0.96
C 4.191 0.031 0.335 0.10
C 5.256 -0.894 0.860 0.02
C 4.913 -1.344 2.284 -1.12
C 5.640 -2.068 -0.043 -1.42
N 2.884 -0.243 0.147 0.97
N 2.229 0.914 -0.181 -0.45
B 2.161 -1.629 0.140 1.70
N 1.343 -1.716 1.473 1.78
N 0.921 -0.537 2.010 -0.68
C 0.528 -0.767 3.256 -0.72
C 0.715 -2.123 3.551 -0.05
C 1.223 -2.699 2.400 -0.66
C 1.546 -4.156 2.212 -0.09
C 3.043 -4.475 2.256 -1.52
C 0.867 -4.724 0.966 -1.01
C 0.027 0.324 4.162 0.61
C -1.341 0.848 3.716 -1.04
C -0.057 -0.158 5.608 -1.92
N 1.286 -1.675 -1.173 0.76
N 0.464 -0.614 -1.367 0.71
C -0.094 -0.674 -2.567 -1.19
C 0.387 -1.816 -3.198 -1.32
C 1.262 -2.424 -2.308 0.03
C 1.973 -3.709 -2.671 0.35
C 3.231 -4.088 -1.903 -1.54
C 0.969 -4.871 -2.698 -1.43
C -0.992 0.409 -3.077 2.14
C -2.352 -0.141 -3.502 -1.62
C -0.314 1.171 -4.217 -1.50
H 3.658 4.384 -2.543 0.44
H 3.186 2.716 -2.902 0.25
H 4.714 3.046 -2.084 0.44
H 3.435 3.965 -0.125 0.47
H 0.899 2.963 -1.492 0.03
H 1.457 4.638 -1.572 0.47
H 1.071 3.928 -0.008 0.02
H 5.318 1.905 0.108 0.63
H 6.138 -0.252 0.923 0.51
H 3.951 -1.854 2.312 0.02
H 4.860 -0.490 2.960 0.40
H 5.673 -2.032 2.657 0.39
H 4.992 -2.928 0.107 0.05
H 6.658 -2.382 0.187 0.52
H 5.606 -1.790 -1.097 0.31
H 2.950 -2.503 0.114 -1.02
H 0.506 -2.637 4.473 0.52
H 1.099 -4.643 3.082 0.61
H 3.577 -4.053 1.406 0.22
H 3.180 -5.557 2.233 0.49
H 3.501 -4.097 3.170 0.40
H 1.016 -4.069 0.109 -0.18
H -0.206 -4.838 1.117 0.42
H 1.276 -5.706 0.719 0.36
H 0.752 1.143 4.114 0.32
H -2.067 0.031 3.713 0.38
H -1.308 1.270 2.713 -0.13
H -1.695 1.622 4.401 0.58
H -0.779 -0.972 5.703 0.36
H -0.385 0.654 6.257 0.45
H 0.907 -0.514 5.971 0.45
H 0.150 -2.165 -4.189 0.69
H 2.283 -3.541 -3.707 0.71
H 3.011 -4.444 -0.897 0.18
H 3.928 -3.256 -1.835 0.04
H 3.729 -4.899 -2.436 0.56
H 0.590 -5.094 -1.702 0.21
H 1.456 -5.769 -3.082 0.43
H 0.118 -4.646 -3.339 0.39
H -1.142 1.108 -2.245 -0.91
H -2.250 -0.791 -4.374 0.41
H -3.026 0.675 -3.767 0.42
H -2.813 -0.728 -2.705 0.27
H -0.139 0.513 -5.070 0.35
H 0.649 1.576 -3.901 0.24
H -0.943 1.997 -4.551 0.46
O -3.048 1.569 -0.676 0.42
C -3.869 2.483 -0.376 0.49
C -1.216 3.982 0.990 0.95
O -1.866 4.925 0.840 -0.44
O -0.635 2.985 1.104 -0.54
C -4.460 2.597 0.934 1.39
C -4.322 1.577 1.888 -0.17
C -4.957 1.697 3.107 -0.84
C -5.701 2.838 3.394 -0.49
C -5.825 3.863 2.463 -0.99
C -5.209 3.745 1.234 -0.45
C -4.395 3.239 -1.537 -0.70
C -4.004 4.521 -1.886 0.23
C -4.588 5.133 -2.988 -0.78
C -5.558 4.469 -3.722 -0.52
C -5.941 3.181 -3.368 -0.77
C -5.359 2.556 -2.279 -0.32
H -2.689 0.805 -0.032 -0.55
H -3.739 0.689 1.681 0.36
H -4.873 0.905 3.838 0.49
H -6.189 2.928 4.356 0.42
H -6.407 4.743 2.697 0.45
H -5.297 4.534 0.499 0.51
H -3.249 5.047 -1.311 0.47
H -4.280 6.131 -3.267 0.46
H -6.018 4.953 -4.572 0.43
H -6.692 2.657 -3.944 0.45
H -5.657 1.552 -2.001 0.52
N -2.730 -4.613 0.797 -0.60
C -2.547 -3.581 0.319 0.51
N -2.326 -2.433 -0.306 -0.63
C -1.962 -1.351 0.163 0.61
N -1.656 -0.247 0.512 0.21
```


> Which formula does entry 1 have?

C43H57BInN6OS3Si